A single C23H29N3O2 molecule, computed with ωB97M-V with the def2-TZVPD basis set.

Each line ends with the natural charge from an NBO analysis.
Atoms and positions in Å:
C1 -6.547 -3.679 -0.390  -0.64
C2 -6.134 -2.248 -0.497  -0.18
C3 -6.816 -1.168 -0.141  -0.01
C4 -8.200 -1.151 0.437  -0.64
C5 -6.220 0.211 -0.330  -0.24
N1 -4.771 0.206 -0.275  -0.44
C6 -4.287 -0.017 1.074  -0.23
C7 -2.778 -0.232 1.066  -0.40
C8 -2.082 0.988 0.467  0.10
O1 -0.696 0.696 0.412  -0.50
C9 0.214 1.693 0.255  0.30
C10 -0.068 3.054 0.189  -0.29
C11 0.967 3.968 0.062  -0.19
C12 2.278 3.548 -0.013  -0.20
C13 2.570 2.186 0.028  -0.12
C14 4.003 1.769 -0.044  0.66
O2 4.908 2.452 0.398  -0.63
N2 4.218 0.601 -0.690  -0.60
C15 5.506 -0.042 -0.697  -0.26
C16 5.393 -1.490 -0.297  0.21
C17 6.522 -2.237 0.028  -0.25
C18 6.360 -3.567 0.372  -0.16
C19 5.082 -4.108 0.381  -0.27
C20 4.025 -3.282 0.039  0.05
N3 4.173 -2.010 -0.292  -0.46
C21 1.542 1.269 0.170  -0.21
C22 -2.667 1.246 -0.924  -0.43
C23 -4.181 1.406 -0.832  -0.21
H1 -5.823 -4.226 0.214  0.21
H2 -6.557 -4.135 -1.380  0.22
H3 -7.528 -3.800 0.058  0.20
H4 -5.145 -2.094 -0.910  0.21
H5 -8.164 -0.867 1.489  0.22
H6 -8.687 -2.118 0.359  0.21
H7 -8.810 -0.415 -0.085  0.21
H8 -6.518 0.582 -1.317  0.21
H9 -6.650 0.899 0.421  0.17
H10 -4.784 -0.904 1.471  0.22
H11 -4.533 0.840 1.733  0.16
H12 -2.415 -0.407 2.079  0.22
H13 -2.536 -1.102 0.456  0.21
H14 -2.259 1.857 1.119  0.17
H15 -1.081 3.418 0.248  0.21
H16 0.734 5.022 0.022  0.21
H17 3.090 4.252 -0.104  0.23
H18 3.446 0.003 -0.941  0.42
H19 5.954 0.014 -1.700  0.21
H20 6.158 0.507 -0.008  0.25
H21 7.498 -1.779 0.013  0.22
H22 7.215 -4.174 0.633  0.22
H23 4.913 -5.139 0.646  0.22
H24 3.006 -3.647 0.027  0.19
H25 1.731 0.209 0.254  0.22
H26 -2.223 2.135 -1.374  0.22
H27 -2.433 0.388 -1.557  0.22
H28 -4.590 1.560 -1.834  0.21
H29 -4.420 2.300 -0.223  0.16

The value obtained for the highest occupied orbital energy is -8.4 eV. The value obtained for the largest force on an atom is 0.5 eV/Å. Its SMILES is C/C=C(\C)CN1CCC(Oc2cccc(C(=O)NCc3ccccn3)c2)CC1. The value obtained for the energy relative to the best compared isomer or geometry (same formula, charge and spin) is 49.67 kcal per mole. Its charge is 0.